DFT (ωB97M-V/def2-TZVPD) results for a structure of composition C43H50ClKN8O5S in a non-equilibrium geometry.

XYZ file:
```
109
Properties=species:S:1:pos:R:3:mulliken_charge:R:1
K 0.1735 -0.8447 -0.3016 1.59
N -0.3123 1.3266 -1.6532 -0.42
C 0.9543 1.8511 -2.1707 -0.83
C 1.5931 2.7564 -1.1241 -1.14
N 2.0172 2.0622 0.0910 1.04
C 1.8318 2.8404 1.3109 -1.49
C 1.1508 2.0693 2.4549 -0.87
N 0.1057 1.1927 1.9236 0.20
C 3.3350 1.4567 -0.0699 -1.00
C 3.8070 0.6565 1.1309 -0.81
N 2.9354 -0.4906 1.3872 0.09
H -0.7949 0.7864 -2.3643 0.18
H -0.9479 2.0656 -1.3401 -0.46
H 0.8442 2.4477 -3.0849 0.48
H 1.6131 1.0085 -2.4079 0.42
H 0.8346 3.4939 -0.8482 0.43
H 2.4360 3.3082 -1.5779 0.35
H 1.1903 3.6878 1.0682 0.85
H 2.7783 3.2633 1.6760 0.30
H 0.7757 2.8122 3.1676 0.51
H 1.8756 1.4545 2.9934 0.49
H -0.5202 1.7000 1.2973 -0.51
H -0.4643 0.8114 2.6721 0.14
H 4.0945 2.2316 -0.2861 0.42
H 3.2957 0.7793 -0.9282 0.33
H 3.9166 1.3251 1.9953 0.33
H 4.8104 0.2942 0.8930 0.51
H 1.9717 -0.1746 1.4484 -0.71
H 3.1651 -0.9504 2.2580 0.23
N -2.5612 -0.4766 -0.6009 1.07
C -3.1012 -1.3946 -1.6094 -0.66
C -2.7249 -2.8320 -1.2768 -0.77
N -1.2697 -2.9800 -1.1944 -0.28
H -2.9076 -0.7424 0.3123 -0.51
H -2.8805 0.4725 -0.7749 -0.71
H -2.6680 -1.1329 -2.5833 0.39
H -4.1899 -1.3333 -1.7239 0.38
H -3.2084 -3.4961 -2.0025 0.43
H -3.1331 -3.0762 -0.2904 0.18
H -0.8146 -2.8262 -2.0897 0.17
H -0.9903 -3.8899 -0.8540 0.17
O 4.2756 -5.2340 -1.5928 -0.61
C 3.8053 -5.5447 -0.4064 0.50
O 4.2134 -6.5109 0.2072 -0.67
C 2.7363 -4.6574 0.1571 -0.16
C 2.1341 -4.8461 1.3946 0.02
Cl 2.5118 -5.9897 2.6071 -0.18
N 1.2007 -3.8857 1.5744 -0.13
N 1.1932 -3.0438 0.5253 1.45
C 2.1092 -3.4789 -0.3357 -0.30
C 2.3082 -2.7111 -1.6422 0.22
O 3.1446 -3.1908 -2.4578 -0.93
O 1.6262 -1.6827 -1.8297 -0.56
C 0.3065 -3.6187 2.6795 -1.12
C -0.1353 -2.1922 2.8572 4.83
C -0.2053 -1.9142 4.3557 -1.03
C -0.6442 -2.9019 5.1825 -0.40
C -0.7906 -4.2436 4.7413 -1.33
C -0.1842 -4.5835 3.5211 -0.64
H 3.8270 -4.3792 -1.9670 0.46
H 0.5461 -1.5176 2.3446 -2.13
H -0.0358 -0.8988 4.6992 0.31
H -0.8335 -2.6656 6.2271 0.38
H -1.1904 -5.0107 5.3916 0.40
H -0.0461 -5.6295 3.2769 0.44
C -8.5314 -0.0403 0.5601 -0.90
C -9.3924 -0.2889 1.7685 0.60
O -10.5879 -0.1470 1.7801 -0.58
S -8.6156 -0.8226 3.2920 -0.17
C -6.9064 -1.0468 2.8808 -0.27
C -6.0031 0.0062 2.9849 -0.32
C -4.6483 -0.2090 2.7802 -0.06
C -4.1620 -1.4866 2.4856 0.01
C -5.0818 -2.5322 2.3473 -0.52
C -6.4377 -2.3147 2.5446 -0.52
C -2.7507 -1.7357 2.4249 -0.56
C -1.5581 -1.9190 2.3875 -0.29
H -7.7188 0.6463 0.7935 0.18
H -9.1532 0.3709 -0.2318 0.41
H -8.0738 -0.9744 0.2281 0.37
H -6.3609 0.9940 3.2502 0.45
H -3.9457 0.6093 2.8772 0.46
H -4.7107 -3.5254 2.1276 0.57
H -7.1385 -3.1380 2.4698 0.43
C -4.1284 7.6335 2.0810 -0.40
C -4.7984 6.7018 1.2928 -0.75
C -4.1552 5.5548 0.8479 -0.16
C -2.8171 5.3037 1.1741 0.72
C -2.1619 6.2457 1.9703 -0.44
C -2.8024 7.3963 2.4188 -0.65
C -2.0899 4.0832 0.7069 0.05
C -2.5065 3.1701 -0.1679 -0.25
C -3.6563 3.0267 -0.9838 0.04
C -3.7167 3.6471 -2.2687 -0.45
C -4.7399 3.3853 -3.1615 -0.50
C -5.7718 2.4972 -2.8517 -0.78
C -5.7498 1.9012 -1.5946 -0.14
C -4.7418 2.1589 -0.6758 -0.29
H -4.6332 8.5279 2.4275 0.35
H -5.8360 6.8699 1.0257 0.38
H -4.6847 4.8357 0.2364 0.45
H -1.1266 6.0644 2.2406 0.37
H -2.2644 8.1083 3.0345 0.35
H -1.0992 3.9911 1.1694 -0.35
H -2.9186 4.3286 -2.5418 0.38
H -4.7303 3.8786 -4.1283 0.31
H -6.5567 2.2772 -3.5632 0.36
H -6.5359 1.2066 -1.3265 0.25
H -4.7537 1.6638 0.2907 0.56
```

Properties
* orbital gap: 0.1808 hartree
* E_HOMO: -1.28 eV
* F_max: 2.097 eV/A
* net charge: -2
* spin multiplicity: 1
* electronic energy: -3941.124158 Ha